#1
Below is a 7-piece molecular cluster, C14H28O28S7 overall, with properties calculated with ωB97M-V/def2-TZVPD.

XYZ file:
```
77
Properties=species:S:1:pos:R:3:mulliken_charge:R:1
S -5.74065 -5.42600 1.81977 1.05
S 1.19222 -0.96934 -4.04472 0.98
S -1.55312 3.22646 -3.52809 1.16
S -0.23286 3.29398 2.80467 1.23
S 0.41878 -3.71486 3.57502 1.06
S 4.46819 3.16165 -0.30679 1.10
S -1.32730 -0.84089 1.05686 1.48
O 2.16720 -0.69155 -5.05769 -0.58
O -2.29082 2.00262 -3.32094 -0.55
O 5.52709 1.91514 -0.43573 -0.31
O -5.34575 -6.47981 0.93120 -0.53
O 0.84054 2.47684 3.28902 -0.56
O 0.29563 -0.77686 1.16852 -0.33
O -1.39719 0.72010 0.65306 -0.43
O 1.73564 -3.61659 2.64838 -0.31
O -0.13904 3.10034 -2.79122 -0.18
O 0.58143 -4.67789 4.61600 -0.59
O 3.44374 2.80329 0.61613 -0.46
O -0.94454 3.34729 -5.04942 -0.35
O -0.43305 -4.31762 2.32780 -0.13
O -0.06147 -2.43169 3.90666 -0.44
O -1.97788 -1.07438 2.30904 -0.60
O 1.58915 -1.00539 -2.67592 -0.45
O -1.64159 2.40936 2.79275 -0.19
O 0.03893 3.99503 1.58231 -0.55
O -0.09867 0.01245 -4.20085 -0.14
O 5.56586 4.17509 0.32791 -0.31
O 0.31997 -2.33748 -4.36012 -0.37
O -2.24836 4.44904 -3.26350 -0.58
O 4.04909 3.68260 -1.58279 -0.58
O -0.83493 4.30251 3.94346 -0.36
O -7.06585 -5.25898 2.29366 -0.51
O -1.70362 -1.63222 -0.08848 -0.64
O -5.20477 -3.92548 1.32184 -0.40
O -4.69251 -5.37220 3.07785 -0.42
C 6.83896 2.23974 0.06698 -0.24
C 6.87453 3.75039 -0.01802 -0.38
C -2.23379 4.45324 3.75274 -0.41
C 0.47269 3.41646 -5.01503 -0.21
C -3.51626 -4.62715 2.82257 -0.18
C 0.87813 3.71782 -3.62473 -0.41
C 1.85706 -4.67838 1.74328 -0.37
C 0.84351 0.27659 0.40523 0.20
C -1.27593 -0.65940 -3.81689 -0.11
C -0.33534 1.02343 -0.22037 0.74
C -1.05732 -2.15931 -4.05606 -0.33
C -3.89581 -3.58426 1.77235 0.34
C -2.65464 3.00733 3.59029 -0.30
C 0.38790 -4.79352 1.27465 -0.31
H 0.82656 4.21694 -5.66856 0.32
H 1.45391 0.98672 0.96580 0.15
H 0.84776 4.79183 -3.42262 0.26
H 0.85871 2.49328 -5.45361 0.19
H -2.67133 2.56582 4.59235 0.25
H -1.41215 -2.81702 -3.26323 0.24
H -0.63035 0.69284 -1.22209 -1.15
H 1.83306 3.38161 -3.22662 0.36
H -4.01947 -2.56975 2.14671 0.12
H 7.15418 4.10802 -1.01094 0.29
H 2.48720 -4.37020 0.91198 0.34
H -2.09388 -0.23683 -4.39844 0.43
H 6.92057 1.81875 1.06790 0.28
H 1.49760 -0.17084 -0.34443 0.24
H -3.17894 -3.53452 0.95384 -0.05
H -3.65141 2.75223 3.23473 0.37
H -1.55619 -2.51046 -4.96290 0.26
H 2.24361 -5.62706 2.11799 0.29
H -0.25019 2.09910 -0.35889 0.39
H 7.54010 4.24884 0.68504 0.30
H -3.09833 -4.26571 3.75859 0.30
H 0.17652 -4.17498 0.39475 0.14
H 7.61568 1.79190 -0.54940 0.28
H 0.11522 -5.74452 0.80914 0.37
H -2.82720 -5.36688 2.40853 0.24
H -1.60379 -0.43970 -2.79932 -0.01
H -2.57382 4.87928 4.69397 0.31
H -2.48680 5.09376 2.90711 0.24
```

Gap between HOMO and LUMO = 0.3940 Ha
M = 868.8 g/mol
HOMO energy = -10.529 eV
Charge = 0

=====

#2
Below is C14H28O28S7 as an isolated structure, with properties calculated with ωB97M-V/def2-TZVPD.

XYZ file:
```
77
Properties=species:S:1:pos:R:3:mulliken_charge:R:1
S 24.49503 7.73488 -27.11326 1.04
S 15.99680 8.30174 -26.54742 0.96
S 11.92120 2.50663 -25.28737 1.06
S 21.24650 12.50648 -24.17215 0.88
S 21.33729 6.93303 -23.26638 1.10
S 15.75777 2.35458 -30.11607 1.07
S 13.61392 8.46118 -30.38504 1.06
O 20.33538 11.41475 -24.50861 -0.31
O 13.45972 2.74894 -24.57067 -0.39
O 16.84879 2.11325 -31.07079 -0.56
O 12.95595 7.81881 -31.52856 -0.54
O 15.14702 7.33846 -25.77590 -0.51
O 20.84818 7.25314 -21.72757 -0.35
O 20.43639 5.94177 -23.86294 -0.55
O 16.18066 3.50535 -29.04128 -0.29
O 13.15112 8.31571 -28.99718 -0.48
O 22.69116 11.91237 -23.69188 -0.13
O 14.63944 3.34986 -30.83969 -0.39
O 15.28144 8.09942 -30.27246 -0.23
O 20.96999 13.21434 -22.67147 -0.36
O 25.20396 6.55040 -26.63001 -0.51
O 21.36760 13.54742 -25.17682 -0.58
O 13.97819 9.97016 -30.83721 -0.34
O 15.10422 1.17642 -29.49268 -0.51
O 17.08175 7.50394 -27.56524 -0.15
O 24.50898 8.07600 -28.55113 -0.54
O 11.89667 1.31785 -26.12370 -0.50
O 17.21219 8.78562 -25.58107 -0.29
O 10.76337 2.74209 -24.43483 -0.50
O 20.84380 8.51485 -23.60694 -0.10
O 22.73780 6.88111 -23.39520 -0.50
O 15.40632 9.38507 -27.35571 -0.47
O 25.05037 9.12924 -26.32824 -0.41
O 12.24802 3.79800 -26.28924 -0.34
O 22.95000 7.88602 -26.48077 -0.26
C 22.14438 13.69867 -22.08952 -0.26
C 23.23720 12.80362 -22.72839 -0.48
C 23.94298 9.92069 -25.72950 -0.09
C 13.67621 4.14269 -26.36533 0.64
C 14.44516 3.24390 -25.44776 -0.25
C 22.61883 9.33351 -26.30189 0.43
C 14.62968 4.68438 -30.40914 -0.17
C 15.94955 4.80078 -29.61672 -0.01
C 16.17842 9.22278 -30.37672 0.52
C 19.95090 9.12182 -22.60684 -0.15
C 19.69967 8.04392 -21.67794 -0.37
C 18.52377 8.52113 -25.99713 0.20
C 15.16076 10.34697 -30.27890 -0.33
C 18.39625 7.97424 -27.42536 -0.30
H 23.89396 9.91042 -24.64065 0.31
H 16.62972 9.11828 -31.36339 0.28
H 16.79998 8.94435 -29.52571 -0.53
H 15.28305 3.59923 -24.84794 0.29
H 21.77505 9.40163 -25.61525 -0.54
H 24.04295 13.40350 -23.15148 0.32
H 19.13368 9.59191 -23.15388 0.32
H 13.69017 5.13477 -25.91402 0.10
H 14.45050 5.44090 -31.17313 0.31
H 19.14735 9.41300 -26.05894 0.03
H 22.05411 13.57753 -21.01004 0.31
H 18.57527 8.81106 -28.10049 0.28
H 15.45287 11.20579 -30.88320 0.35
H 14.97359 10.76019 -29.28778 0.26
H 15.77297 5.49815 -28.79782 -0.13
H 13.78356 4.84496 -29.74101 0.28
H 20.50827 9.97367 -22.21724 0.05
H 14.09695 4.18424 -27.36999 -0.40
H 24.14674 10.96047 -25.98530 0.30
H 19.00481 7.07815 -27.54688 0.37
H 14.91887 2.42035 -25.98204 0.28
H 16.77549 5.06237 -30.27815 0.39
H 18.91419 7.79794 -25.28113 -0.15
H 23.76730 12.18925 -22.00063 0.31
H 22.31189 9.62750 -27.30562 0.22
H 19.34274 8.36698 -20.70001 0.36
H 18.90848 7.38629 -22.03798 0.28
H 22.43881 14.72298 -22.31799 0.27
```

Gap between HOMO and LUMO = 0.3768 Ha
M = 868.8 g/mol
HOMO energy = -10.660 eV
Charge = 0

=====

The most stable arrangement is #1, and the next structure is 0.1326 hartree less stable.

=====

#1
Below is a 2-piece molecular cluster, C2H9N2S overall, with properties calculated with ωB97M-V/def2-TZVPD.

XYZ file:
```
14
Properties=species:S:1:pos:R:3:mulliken_charge:R:1
S -1.12058 -1.54839 -1.73350 -0.72
N 1.70598 -0.35455 -0.34832 -0.42
N 0.59525 1.10747 1.26639 -0.67
C -2.28484 -0.29745 -1.11456 -0.59
C 1.59247 0.04146 1.02644 -0.29
H -3.23389 -0.76081 -0.85433 0.22
H -2.51925 0.46849 -1.84861 0.18
H 0.01264 0.85118 2.04407 0.26
H 2.31861 0.23656 -0.87242 0.17
H -1.85835 0.09682 -0.19042 0.02
H 1.40415 -0.84910 1.62973 0.24
H 2.58031 0.42478 1.32574 0.27
H 0.79750 -0.60587 -0.77016 0.05
H 0.01000 1.18940 0.43994 0.26
```

Gap between HOMO and LUMO = 0.2435 Ha
M = 93.2 g/mol
HOMO energy = -2.431 eV
Charge = -1

=====

#2
Below is a 2-piece molecular cluster, C2H9N2S overall, with properties calculated with ωB97M-V/def2-TZVPD.

XYZ file:
```
14
Properties=species:S:1:pos:R:3:mulliken_charge:R:1
S 1.62028 1.14084 -0.38033 -0.74
N -1.56242 1.38456 0.78559 -0.67
N -1.16874 -0.88079 -0.38931 -0.65
C 2.63979 -0.43866 -0.69166 -0.74
C -1.84491 -0.11005 0.81748 -0.26
H 3.10281 -0.65710 0.27154 0.15
H -1.51620 1.72184 -0.14226 0.27
H -0.65980 1.56484 1.20351 0.28
H -1.26254 -0.33479 -1.21974 0.27
H -0.26166 -1.12887 -0.22838 0.25
H 1.96831 -1.11833 -1.22675 0.19
H -1.48809 -0.67187 1.74370 0.24
H 3.40370 -0.15652 -1.43807 0.21
H -2.97054 -0.31510 0.89467 0.19
```

Gap between HOMO and LUMO = 0.2444 Ha
M = 93.2 g/mol
HOMO energy = -2.327 eV
Charge = -1

=====

The most stable arrangement is #1, and the next structure is 0.0289 hartree less stable.

=====

#1
Below is one molecule with the formula O3S2, with properties calculated with ωB97M-V/def2-TZVPD.

XYZ file:
```
5
Properties=species:S:1:pos:R:3:mulliken_charge:R:1
S 0.33358 0.00000 -0.12179 1.01
S -1.67390 0.00000 -0.36723 0.09
O -0.68562 0.00000 1.10855 -0.23
O 1.01297 -1.23118 -0.30977 -0.44
O 1.01297 1.23118 -0.30977 -0.44
```

Gap between HOMO and LUMO = 0.3266 Ha
M = 112.1 g/mol
HOMO energy = -10.533 eV
Charge = 0

=====

#2
Below is one molecule with the formula O3S2, with properties calculated with ωB97M-V/def2-TZVPD.

XYZ file:
```
5
Properties=species:S:1:pos:R:3:mulliken_charge:R:1
S -0.53793 -1.06690 0.50420 0.76
S 0.65477 1.64136 -0.41769 0.37
O -0.83481 -2.26642 -0.12367 -0.35
O 1.06719 1.37549 1.01768 -0.45
O -0.59720 0.00079 -0.40215 -0.32
```

Gap between HOMO and LUMO (spin up / spin down) = 0.2414 / 0.2491 Ha
M = 112.1 g/mol
HOMO energy (spin up / spin down) = -8.295 / -8.620 eV
Charge = 0

=====

The most stable arrangement is #1, and the next structure is 0.0265 hartree less stable.

=====

#1
Below is a 10-piece molecular cluster, C10H36N18O12 overall, with properties calculated with ωB97M-V/def2-TZVPD.

XYZ file:
```
76
Properties=species:S:1:pos:R:3:mulliken_charge:R:1
O 4.16584 -0.37305 2.66296 -0.74
O -1.56972 -2.70535 -5.38846 -0.76
O -3.11301 3.79308 -3.12798 -0.77
O 3.11508 1.12894 -3.91509 -0.77
O -1.00274 -0.15517 -1.17851 -0.13
O 0.79754 -0.40979 0.12550 1.47
O -0.89431 -2.08995 4.82847 -0.74
O -0.66027 -2.07890 -0.14878 -0.95
O -5.25965 -1.61904 1.13069 -0.76
O 1.70071 4.53769 -0.79274 -0.67
O 3.84605 -4.29158 0.04141 -0.75
O -1.16366 3.27069 3.42911 -0.80
N -3.65434 -2.51546 -0.18128 -0.37
N 1.62019 -3.82860 -0.39389 -0.21
N -3.35304 -0.38944 0.42060 0.13
N -1.12904 -2.55122 -3.15638 -0.27
N 2.12522 2.53039 0.18813 -0.05
N -3.47218 1.53480 -2.84378 -0.24
N 2.22661 0.77269 2.31377 -0.17
N -1.68252 2.55714 -1.88769 -0.09
N 0.18399 -1.82887 2.76989 -0.05
N -1.40318 -0.66512 -4.37343 -0.21
N 2.89567 -2.36117 0.73747 0.10
N 3.39662 4.33920 0.72254 -0.47
N 2.80423 0.10373 4.42136 -0.33
N -2.04010 -1.79601 2.86622 -0.33
N 1.14390 1.07047 -2.66638 0.19
N -1.94364 1.36334 2.52601 -0.14
N -0.51836 2.62347 1.29700 0.01
N 2.85160 -0.32879 -2.20969 -0.19
C -4.22380 -1.46965 0.47437 0.23
C 2.87602 -3.53050 0.03846 0.33
C 2.38952 0.64464 -3.04683 0.32
C -1.16458 2.47320 2.47967 0.22
C 3.13515 0.15494 3.09302 0.38
C -1.39236 -2.03302 -4.36913 0.36
C 2.33888 3.87643 0.02614 0.57
C -0.27598 -0.88479 -0.39187 -0.34
C -2.79842 2.69556 -2.63625 0.42
C -0.88646 -1.89797 3.61659 0.37
H -2.67201 -2.43971 -0.43031 0.36
H 2.68493 2.08616 0.90128 0.12
H 3.43344 -0.31192 5.08242 0.22
H -0.14475 -1.60792 1.83919 -0.34
H 0.13563 3.36367 1.13500 0.13
H 1.12875 -1.90348 3.09411 0.24
H 2.06636 0.66659 4.80549 0.18
H -2.42952 -0.60070 0.03674 -0.56
H -4.13341 -3.37387 0.03868 0.22
H 3.77878 -0.67925 -2.37347 0.20
H 3.52310 5.33367 0.80835 0.26
H 1.38689 1.01454 2.81782 0.00
H -3.01427 0.71960 -2.47071 0.22
H 1.45480 -4.71039 -0.84283 0.19
H 2.04906 0.37432 1.39294 0.43
H 3.75244 3.83373 1.51626 0.18
H -1.99442 -1.57640 1.89011 0.31
H -1.14829 -0.19992 -3.51798 0.16
H -2.77141 -1.36570 3.41033 0.26
H 2.36549 -0.61802 -1.37642 0.10
H 2.21749 -1.61059 0.64393 -0.20
H 0.73292 1.69938 -3.33993 0.24
H 0.55752 0.59393 -1.97703 -0.68
H -4.36264 1.57591 -3.29812 0.19
H -1.01318 -2.03325 -2.29643 0.36
H 0.98365 -3.05134 -0.55396 0.12
H 3.63345 -2.20614 1.40318 0.15
H -1.20714 -3.53401 -2.96886 0.21
H -1.66874 -0.17380 -5.20259 0.18
H -1.40328 1.64092 -1.54861 0.14
H -3.79225 0.51405 0.47784 0.23
H -0.36467 1.76097 0.79555 -0.29
H 1.67218 1.91853 -0.47099 0.06
H -2.56511 1.27369 3.30595 0.21
H -0.97044 3.26082 -2.00610 0.20
H -1.91282 0.69900 1.77790 0.18
```

Gap between HOMO and LUMO = 0.3187 Ha
M = 600.5 g/mol
HOMO energy = -4.502 eV
Charge = -2

=====

#2
Below is a 10-piece molecular cluster, C10H36N18O12 overall, with properties calculated with ωB97M-V/def2-TZVPD.

XYZ file:
```
76
Properties=species:S:1:pos:R:3:mulliken_charge:R:1
O -0.08392 1.13065 -0.99283 -0.84
O -0.70430 -0.32907 0.40623 -0.71
O -1.57333 5.69377 -6.18675 -0.65
O 4.41231 2.07683 4.80958 -0.71
O -0.51139 7.22243 1.85314 -0.66
O -7.11812 1.52228 -1.87428 -0.70
O -4.64569 -6.03592 0.62340 -0.69
O 4.05093 -4.76714 3.29523 -0.70
O 3.64067 -5.83335 -4.62242 -0.68
O -2.16988 0.26178 7.08804 -0.68
O 6.56082 1.31931 -3.04275 -0.71
O -0.10673 -0.94611 -1.45055 -0.83
N -5.05137 1.94960 -1.60950 -0.36
N 1.61792 -6.06641 -3.98695 -0.32
N 3.64061 -4.38399 1.15128 -0.41
N 3.00108 1.01628 3.37055 -0.32
N -2.38805 7.46930 -5.13129 -0.42
N -5.93390 0.55513 -0.31111 -0.44
N 2.32135 2.77617 4.41102 -0.38
N 2.65479 -7.86727 -4.56960 -0.37
N -0.97904 5.15916 1.52390 -0.38
N 1.97720 -4.46294 2.55230 -0.41
N -2.89710 -5.02409 -0.47950 -0.39
N 4.71173 1.89813 -1.99414 -0.44
N 1.02396 5.76763 1.08506 -0.38
N 4.82917 -0.06512 -3.03077 -0.35
N -2.22818 0.75683 4.92647 -0.31
N -1.46912 -1.17572 5.51439 -0.38
N -3.51441 -4.28613 1.32163 -0.35
N -1.85702 5.74876 -4.04460 -0.35
C 2.69907 -6.56387 -4.37497 0.67
C 3.35222 1.95538 4.19207 0.67
C -2.01501 6.21981 -5.20639 0.70
C -3.82874 -5.14770 0.45153 0.61
C -0.14564 6.15569 1.51358 0.63
C -0.24558 -0.04906 -0.63766 0.43
C -6.12359 1.38810 -1.21757 0.66
C 3.23937 -4.56335 2.40033 0.66
C 5.43968 1.00216 -2.67074 0.61
C -1.96814 -0.01580 5.91847 0.66
H -2.97195 1.43972 4.95036 0.20
H 3.90157 -0.15261 -2.64092 0.21
H -5.09214 2.56333 -2.41060 0.20
H 1.41334 -4.04426 1.82644 0.24
H 1.60753 6.52077 0.74989 0.23
H 5.20261 2.77907 -1.93866 0.22
H 1.48568 -5.11159 -3.68539 0.21
H 0.86326 -6.73497 -4.04713 0.14
H 1.79611 -8.37392 -4.40815 0.14
H -2.95614 -3.56403 0.88921 0.22
H -1.73628 5.09972 2.18960 0.20
H 5.29023 -0.81745 -3.52223 0.20
H -2.07786 6.25467 -3.19880 0.13
H 3.50654 0.14595 3.28603 0.18
H -1.48447 4.82845 -3.85928 0.19
H -4.18340 1.57276 -1.25635 0.17
H -2.75993 -5.79992 -1.11147 0.18
H 2.17960 1.02066 2.78298 0.16
H -2.14187 7.92159 -6.00016 0.22
H 4.63092 -4.22857 1.02787 0.20
H -0.69623 4.28273 1.10919 0.15
H -4.09081 -4.25759 2.15052 0.20
H -2.64458 7.96987 -4.29241 0.18
H -6.37303 -0.33216 -0.51111 0.21
H 2.98258 -4.22927 0.40083 0.19
H 1.78519 -4.42231 3.54305 0.23
H -1.35961 -1.88984 6.22017 0.19
H 1.49802 2.64572 3.84074 0.18
H -1.69362 0.44130 4.12974 0.14
H -4.99941 0.50458 0.06874 0.24
H 3.43404 -8.43976 -4.86139 0.20
H 1.06054 4.85566 0.65257 0.20
H 3.70557 1.97696 -2.03323 0.24
H 2.54510 3.56813 4.99657 0.20
H -1.10061 -1.09224 4.57772 0.18
H -2.14111 -4.36330 -0.58877 0.20
```

Gap between HOMO and LUMO = 0.1005 Ha
M = 600.5 g/mol
HOMO energy = 0.525 eV
Charge = -2

=====

The most stable arrangement is #1, and the next structure is 0.4649 hartree less stable.